*1*
A gas-phase ion, C4H9N2 (charge +1), computed with the ωB97M-V functional and the def2-TZVPD basis.

The geometry in ORCA input format:
```
! RIJCOSX wB97M-V def2-TZVPD def2/J DEFGRID3
* xyz 1 1
C -0.15914 -0.34107 -0.27815
C -2.34957 0.40418 0.10347
C 2.14484 -0.02700 0.40314
C 1.17317 -0.74363 -0.55546
N -2.57162 -0.95777 0.16941
N -1.01629 0.55188 -0.50119
H -3.11298 0.96679 -0.46885
H -2.29350 0.91111 1.08649
H 1.92817 -0.27239 1.43885
H 2.09304 1.05107 0.27780
H 3.15418 -0.35881 0.17828
H 1.27032 -1.82567 -0.39772
H 1.44554 -0.54488 -1.60475
H -3.43217 -1.21571 0.64180
H -0.86233 1.37707 -1.10059
*
```

Its HOMO energy (spin up / spin down) is -15.01 / -14.50 eV. The value obtained for the orbital gap (spin up / spin down) is 9.318 / 9.274 eV. The LUMO energy (spin up / spin down) is -5.693 / -5.226 eV.

---

*2*
A gas-phase ion, C4H9N2 (charge +1), computed with the ωB97M-V functional and the def2-TZVPD basis.

The geometry in ORCA input format:
```
! RIJCOSX wB97M-V def2-TZVPD def2/J DEFGRID3
* xyz 1 1
N -2.28986 -0.22348 -0.28573
C -1.17844 0.18873 0.48737
N 0.04270 -0.02335 -0.37104
C 0.99816 -1.08194 -0.03238
C 2.10559 -0.37084 0.11255
C 1.51849 0.97385 -0.16836
H -3.00734 0.46883 -0.43086
H -2.68542 -1.11950 -0.04713
H -1.00629 -0.38810 1.40141
H -1.21456 1.25336 0.73170
H -0.26329 -0.04003 -1.35044
H 0.73839 -2.12085 0.05653
H 3.12620 -0.62046 0.32949
H 1.35128 1.64042 0.66961
H 1.76440 1.46335 -1.10273
*
```

The SMILES is NC[N@@H+]1C=CC1. Its HOMO energy is -14.48 eV. The value obtained for the orbital gap is 11.124 eV. The LUMO energy is -3.354 eV.

---

It is *1* that is the least stable of them.

---

*1*
2 unconnected molecules or ions with the total composition C4H9N2, computed with the ωB97M-V functional and the def2-TZVPD basis.

The geometry in ORCA input format:
```
! RIJCOSX wB97M-V def2-TZVPD def2/J DEFGRID3
* xyz 1 1
C -0.21844 1.01380 -0.12167
C -3.68507 -0.43447 0.09116
C 2.61489 -0.32447 -0.55602
C 1.89291 0.41679 0.53465
N -2.60860 0.18211 -0.09517
N 0.42193 0.13971 0.40978
H -4.72767 -0.11933 -0.24960
H -3.70921 -1.45658 0.51512
H 2.52857 -1.27022 -0.14707
H 2.18904 -0.24316 -1.48585
H 3.58083 0.11720 -0.63468
H 2.25979 0.26907 1.55910
H 1.90503 1.46658 0.58390
H -2.48807 1.01044 -0.65619
H 0.04407 -0.76749 0.25256
*
```

Its HOMO energy is -14.12 eV. The value obtained for the orbital gap is 8.135 eV. The LUMO energy is -5.984 eV.

---

*2*
A gas-phase ion, C4H9N2 (charge +1), computed with the ωB97M-V functional and the def2-TZVPD basis.

The geometry in ORCA input format:
```
! RIJCOSX wB97M-V def2-TZVPD def2/J DEFGRID3
* xyz 1 1
C 2.19841 1.15719 -0.06573
N 1.58953 0.13620 -0.44254
N 0.51611 -0.52658 0.05577
C 0.66216 -1.69752 0.49564
C -0.82255 0.02079 -0.62926
C -1.92260 0.42052 0.21596
H 2.03598 1.73704 0.85412
H 2.94320 1.49320 -0.70406
H 1.66717 -2.03951 0.73165
H -0.20520 -2.26653 0.76127
H -1.17034 -0.84344 -1.23433
H -0.52752 0.84119 -1.25898
H -1.99646 1.48514 0.50008
H -2.82954 0.28702 -0.40001
H -2.13836 -0.20468 1.12042
*
```

The SMILES is C=N[N+](=C)CC. Its HOMO energy is -14.93 eV. The value obtained for the orbital gap is 10.174 eV. The LUMO energy is -4.751 eV.

---

It is *1* that is the least stable of them.

---

*1*
C7H8N4O in the gas phase, computed with the ωB97M-V functional and the def2-TZVPD basis.

The geometry in ORCA input format:
```
! RIJCOSX wB97M-V def2-TZVPD def2/J DEFGRID3
* xyz 0 1
H -3.51413 0.31145 3.10749
N -3.24532 -0.51569 2.53384
C -2.35000 -0.41852 1.59203
C -1.57542 0.73495 1.31536
C -0.61591 0.45432 0.38530
N -0.75266 -0.88606 0.09263
N -1.90563 -1.42299 0.78316
C 0.18138 -1.47842 -0.70078
O 0.07413 -2.67683 -0.97687
C 1.35812 -0.71566 -1.25134
C 1.29438 0.75200 -0.89301
C 2.41149 1.64051 -1.32654
N 0.38695 1.28124 -0.05389
H -1.71219 1.71146 1.76884
H -1.83758 -2.36819 1.14728
H 2.30113 -1.13916 -0.90102
H 1.37772 -0.84338 -2.33951
H 3.41442 1.12569 -1.22672
H 2.41588 2.53595 -0.69439
H 2.29325 1.91732 -2.36187
*
```

The SMILES is [H]/N=c1\cc2n([nH]1)C(=O)CC(C)=N2. Its HOMO energy is -8.14 eV. The value obtained for the orbital gap is 7.715 eV. The LUMO energy is -0.423 eV.

---

*2*
C7H8N4O in the gas phase, computed with the ωB97M-V functional and the def2-TZVPD basis.

The geometry in ORCA input format:
```
! RIJCOSX wB97M-V def2-TZVPD def2/J DEFGRID3
* xyz 0 1
H -3.83479 0.85806 2.03790
N -3.30600 -0.01559 2.00731
C -2.16782 0.21237 1.39572
N -1.72203 1.35216 0.81810
N -1.36651 -0.90247 1.33544
C -0.08942 -1.36555 0.94405
O 0.33126 -2.40324 1.41371
C 0.71875 -0.58016 -0.05829
C 2.08173 -0.67120 -0.05961
C 2.77526 -0.10589 -1.11070
C 2.08247 0.53551 -2.13870
C 0.72358 0.59333 -2.02190
N 0.01850 0.00955 -1.04552
H -2.32231 2.16078 1.03976
H -1.29099 1.27809 -0.09317
H -1.85896 -1.58125 1.89647
H 2.67193 -1.18061 0.69251
H 3.86365 -0.20630 -1.21007
H 2.57580 0.86379 -3.06347
H 0.11592 1.14861 -2.77954
*
```

The SMILES is [H]/N=C(\N)NC(=O)c1ccccn1. Its HOMO energy is -8.95 eV. The value obtained for the orbital gap is 8.919 eV. The LUMO energy is -0.028 eV.

---

It is *1* that is the least stable of them.

---

*1*
2 unconnected molecules or ions with the total composition C6H12O, computed with the ωB97M-V functional and the def2-TZVPD basis.

The geometry in ORCA input format:
```
! RIJCOSX wB97M-V def2-TZVPD def2/J DEFGRID3
* xyz -1 2
C -0.90575 -0.42036 0.85814
C -0.42398 0.32042 -0.32397
C -0.86466 1.65546 -0.49973
C 2.78119 0.12144 -2.65966
C 1.69305 0.30293 -1.64405
C 0.51148 -0.31815 -1.47175
H -0.04071 -0.86638 1.37930
H -1.68055 -1.12913 0.54865
H -1.45619 0.33770 1.39709
H -0.68161 2.38856 0.25088
H -1.60285 1.93451 -1.26526
H 3.03649 -0.97878 -2.89039
H 2.73475 0.59323 -3.64960
H 3.79812 0.43722 -2.27185
H 2.02796 1.09059 -0.88054
H 0.02432 -1.22080 -1.67703
H -2.31904 -1.14172 5.21805
H -3.43932 -1.60821 4.27099
O -3.19270 -1.49855 5.31071
*
```

Its HOMO energy (spin up / spin down) is -0.09 / -1.48 eV. The value obtained for the orbital gap (spin up / spin down) is 3.417 / 4.722 eV. The LUMO energy (spin up / spin down) is 3.322 / 3.243 eV.

---

*2*
2 unconnected molecules or ions with the total composition C6H12O, computed with the ωB97M-V functional and the def2-TZVPD basis.

The geometry in ORCA input format:
```
! RIJCOSX wB97M-V def2-TZVPD def2/J DEFGRID3
* xyz -1 2
C 1.18518 -1.52477 -1.71620
C 2.48290 -1.53218 -1.94797
C 0.22850 0.67714 -1.87084
C 0.42456 -0.40976 -1.13963
C -0.31863 -0.88847 0.14792
C -0.67831 1.79384 -1.45392
H 0.54428 -2.38691 -1.91833
H 3.19812 -0.69388 -1.92886
H 3.06586 -2.42491 -2.21055
H 0.77089 0.88627 -2.78887
H -1.28600 -1.30027 -0.14792
H -0.12971 -0.07218 0.81764
H 0.22816 -1.77222 0.52633
H -0.72338 1.85036 -0.35156
H -1.74422 1.57261 -1.54520
H -0.48319 2.83266 -1.71823
H -3.03807 1.12342 6.24006
H -1.64087 1.11419 6.93294
O -2.08609 1.15508 6.07318
*
```

Its HOMO energy (spin up / spin down) is 1.42 / -6.34 eV. The value obtained for the orbital gap (spin up / spin down) is 1.734 / 9.554 eV. The LUMO energy (spin up / spin down) is 3.158 / 3.209 eV.

---

*3*
2 unconnected molecules or ions with the total composition C6H12O, computed with the ωB97M-V functional and the def2-TZVPD basis.

The geometry in ORCA input format:
```
! RIJCOSX wB97M-V def2-TZVPD def2/J DEFGRID3
* xyz -1 2
C -1.97639 -0.32774 -2.05259
C -3.30373 -0.36812 -2.50668
C -1.43672 -1.34780 -1.02163
C -0.22487 -0.84600 -0.30782
C 0.49352 -1.34868 0.70160
C 1.34322 -0.45632 1.58337
H -1.17667 0.24542 -2.51873
H -3.67949 -0.51108 -3.53028
H -4.05470 -0.75276 -1.79349
H -2.25302 -1.55150 -0.33913
H -1.33183 -2.23783 -1.65537
H -0.16584 0.25512 -0.34169
H 0.74322 -2.40068 0.81200
H 1.90071 0.28682 1.00966
H 0.74404 0.08074 2.33259
H 2.04408 -1.02222 2.20934
H 3.56415 3.56748 2.66323
H 4.35727 4.84481 2.43250
O 4.41306 3.89031 2.32313
*
```

Its HOMO energy (spin up / spin down) is 0.77 / -2.22 eV. The value obtained for the orbital gap (spin up / spin down) is 1.807 / 4.767 eV. The LUMO energy (spin up / spin down) is 2.580 / 2.546 eV.

---

It is *1* that is the least stable of them.

---

*1*
3 unconnected molecules or ions with the total composition C3H13NO2, computed with the ωB97M-V functional and the def2-TZVPD basis.

The geometry in ORCA input format:
```
! RIJCOSX wB97M-V def2-TZVPD def2/J DEFGRID3
* xyz 0 1
C -0.78591 1.55533 -0.15955
N -0.53275 0.09544 -0.34002
C -1.68161 -0.71410 -0.01210
C -0.35098 -0.15666 -1.81418
H -1.76875 2.08051 -0.67489
H 0.07544 2.07729 -0.51520
H -0.84697 1.76830 0.90148
H -1.45816 -1.83632 0.06188
H -1.96254 -0.38798 1.03946
H -2.62498 -0.67971 -0.53494
H -0.00704 -1.22974 -1.98268
H 0.39192 0.48294 -2.20513
H -1.21525 -0.10942 -2.50243
O 3.44808 0.37836 1.94753
H 2.89758 -0.37077 1.80216
H 2.90931 1.14892 1.86402
O 1.44005 -1.40147 1.30561
H 0.70619 -0.71897 1.28837
H 1.36636 -1.98196 0.53061
*
```

The SMILES is CN(C)C.O.O. Its HOMO energy is -9.81 eV. The value obtained for the orbital gap is 10.449 eV. The LUMO energy is 0.644 eV.

---

*2*
3 unconnected molecules or ions with the total composition C3H13NO2, computed with the ωB97M-V functional and the def2-TZVPD basis.

The geometry in ORCA input format:
```
! RIJCOSX wB97M-V def2-TZVPD def2/J DEFGRID3
* xyz 0 1
C -0.66386 -1.01234 -0.69480
N 0.34126 0.04813 -0.65674
C 1.68666 -0.41422 -0.94985
C -0.02659 1.16858 -1.51170
H -0.40892 -1.74370 0.07542
H -0.67563 -1.52086 -1.66640
H -1.63120 -0.57890 -0.44766
H 2.38463 0.35351 -0.68104
H 1.92720 -1.21844 -0.24701
H 1.83191 -0.71484 -1.99213
H 0.68454 1.97946 -1.35245
H -1.01629 1.53194 -1.23672
H 0.00219 0.89992 -2.56869
O -1.86110 -1.11556 3.05370
H -1.00129 -0.78794 2.73292
H -2.28197 -0.24992 3.14074
O 0.24934 0.83474 1.96724
H 0.37275 0.75852 0.97541
H 0.08636 1.78193 2.05972
*
```

The SMILES is CN(C)C.O.O. Its HOMO energy is -9.29 eV. The value obtained for the orbital gap is 9.987 eV. The LUMO energy is 0.697 eV.

---

*3*
3 unconnected molecules or ions with the total composition C3H13NO2, computed with the ωB97M-V functional and the def2-TZVPD basis.

The geometry in ORCA input format:
```
! RIJCOSX wB97M-V def2-TZVPD def2/J DEFGRID3
* xyz 0 1
C 0.50936 1.09945 0.57733
N -0.75719 0.37300 0.71103
C -0.62119 -0.94656 1.27970
C -1.95475 1.10138 1.05782
H 1.09300 0.62424 -0.21263
H 1.09254 1.11183 1.49922
H 0.30444 2.12659 0.27568
H -1.00868 -1.71005 0.59701
H 0.41876 -1.16883 1.48985
H -1.15262 -1.00839 2.22974
H -1.72975 2.15689 1.21960
H -2.41892 0.69048 1.95652
H -2.69516 1.08666 0.24029
O 3.32126 -0.25654 -2.22494
H 3.38009 -1.20405 -2.05431
H 2.43218 -0.18540 -2.59053
O 0.31143 -1.43318 -2.03849
H -0.04297 -0.56144 -2.28329
H -0.48183 -1.89607 -1.72961
*
```

The SMILES is CN(C)C.O.O. Its HOMO energy is -8.04 eV. The value obtained for the orbital gap is 8.624 eV. The LUMO energy is 0.586 eV.

---

*4*
3 unconnected molecules or ions with the total composition C3H13NO2, computed with the ωB97M-V functional and the def2-TZVPD basis.

The geometry in ORCA input format:
```
! RIJCOSX wB97M-V def2-TZVPD def2/J DEFGRID3
* xyz 0 1
C 1.00052 0.21706 -0.68637
N 0.32765 1.17116 0.08891
C -0.40152 2.14925 -0.74875
C -0.33776 1.08849 1.41224
H 0.45531 -0.55471 -1.09260
H 1.80612 0.65911 -1.46402
H 1.95076 -0.24488 -0.11155
H -1.23634 1.72331 -1.54743
H 0.24935 2.72256 -1.39671
H -0.87060 2.83040 0.01498
H -0.18035 1.86802 2.18707
H -1.45940 1.10622 1.28818
H 0.04862 0.01352 1.63320
O 2.03405 -2.81570 3.01190
H 2.12412 -3.74502 3.41449
H 1.09340 -2.74645 2.89883
O -2.46711 -1.12588 -3.06410
H -1.63892 -0.73904 -2.49920
H -2.73860 -0.28731 -3.39272
*
```

The SMILES is CN(C)C.O.O. Its HOMO energy is -8.33 eV. The value obtained for the orbital gap is 8.934 eV. The LUMO energy is 0.604 eV.

---

It is *4* that is the least stable of them.

---

*1*
3 unconnected molecules or ions with the total composition C3H13NO2, computed with the ωB97M-V functional and the def2-TZVPD basis.

The geometry in ORCA input format:
```
! RIJCOSX wB97M-V def2-TZVPD def2/J DEFGRID3
* xyz 0 1
C -0.60382 0.09563 -1.88943
C 0.36782 0.71840 -0.86866
C 0.27013 2.22809 -0.85227
N 0.17585 0.19325 0.48229
H -0.77018 0.72337 -2.75929
H -0.26101 -0.89341 -2.18414
H -1.59672 -0.04765 -1.44614
H 1.36486 0.42168 -1.19254
H 0.91436 2.66006 -0.08257
H 0.56563 2.66893 -1.79799
H -0.73451 2.56764 -0.59761
H -0.29983 -0.70242 0.50014
H -0.43478 0.77542 1.06219
O -1.90782 -2.77791 0.49915
H -2.35523 -1.93257 0.38343
H -2.53843 -3.27196 1.03581
O 2.53727 -1.08792 3.61931
H 3.27897 -1.56071 3.22688
H 2.02744 -0.77793 2.86145
*
```

The SMILES is CC(C)N.O.O. Its HOMO energy is -9.38 eV. The value obtained for the orbital gap is 10.034 eV. The LUMO energy is 0.656 eV.

---

*2*
3 unconnected molecules or ions with the total composition C3H13NO2, computed with the ωB97M-V functional and the def2-TZVPD basis.

The geometry in ORCA input format:
```
! RIJCOSX wB97M-V def2-TZVPD def2/J DEFGRID3
* xyz 0 1
C -0.34717 -3.10967 -0.55054
C 0.27190 -2.07160 0.37561
C 0.34564 -0.68122 -0.24969
N 0.86843 0.30575 0.69732
H -1.41624 -2.90939 -0.66120
H -0.11562 -4.14190 -0.29671
H 0.03704 -2.97390 -1.56425
H -0.34243 -1.96288 1.27271
H 1.27536 -2.39064 0.67289
H -0.69030 -0.44434 -0.53180
H 0.90276 -0.72157 -1.18612
H 1.66404 0.85780 0.40547
H 1.07896 -0.19582 1.55711
O -1.20275 2.26361 -1.75307
H -1.48676 2.90724 -1.09028
H -0.99366 1.52658 -1.15819
O 0.00055 4.70667 1.72216
H 0.33206 3.84368 1.43514
H -0.18182 5.19161 0.90346
*
```

The SMILES is CCCN.O.O. Its HOMO energy is -9.56 eV. The value obtained for the orbital gap is 10.198 eV. The LUMO energy is 0.641 eV.

---

It is *2* that is the least stable of them.

---

*1*
C3H5BrOS in the gas phase, computed with the ωB97M-V functional and the def2-TZVPD basis.

The geometry in ORCA input format:
```
! RIJCOSX wB97M-V def2-TZVPD def2/J DEFGRID3
* xyz 0 1
C 0.33449 -1.27139 0.67202
C 0.11256 0.17672 0.81466
O 0.51459 0.89220 1.67323
C -0.89456 1.01391 -0.43118
S -0.37155 0.45761 -2.05790
Br 1.76422 0.89038 -2.01273
H -0.46530 -1.77654 0.13887
H 1.27204 -1.41777 0.13918
H 0.45589 -1.67490 1.67874
H -0.82043 2.08187 -0.29762
H -1.90195 0.62790 -0.31727
*
```

The SMILES is CC(=O)CSBr. Its HOMO energy is -8.80 eV. The value obtained for the orbital gap is 8.611 eV. The LUMO energy is -0.190 eV.

---

*2*
2 unconnected molecules or ions with the total composition C3H5BrOS, computed with the ωB97M-V functional and the def2-TZVPD basis.

The geometry in ORCA input format:
```
! RIJCOSX wB97M-V def2-TZVPD def2/J DEFGRID3
* xyz 0 1
C -0.73008 -1.28124 1.14380
C -1.40878 -0.61284 0.24430
C -0.44650 0.63745 -1.56128
O -0.32632 1.81514 -0.94256
S 0.85750 -0.40033 -1.99923
Br -3.31406 -0.58021 -0.01654
H -1.34958 -2.00359 1.73600
H 0.24177 -1.10174 1.41386
H -1.36693 0.64371 -2.11674
H 0.31891 1.83260 -0.10622
H 1.98899 0.33872 -1.41469
*
```

Its HOMO energy (spin up / spin down) is -7.69 / -7.69 eV. The value obtained for the orbital gap (spin up / spin down) is 7.741 / 7.747 eV. The LUMO energy (spin up / spin down) is 0.054 / 0.056 eV.

---

It is *2* that is the least stable of them.